Model 1:
Entry from the Open Molecules 2025 dataset: the ion C3H9N2O with charge +1 (ωB97M-V with the def2-TZVPD basis set).

## Properties
HOMO-LUMO gap ... 10.21 eV
M ... 89.12 g mol⁻¹
Spin multiplicity ... 1
SMILES ... N[C@@H]1C[NH2+]CO1
Total charge ... +1

Last columns: bonded neighbours and bond lengths (Å).
Positions of all 15 atoms, in Å:
1 N -2.114 -0.183 0.363  C2 1.364, H7 1.052, H8 0.990
2 C -1.069 0.217 -0.417  N1 1.364, C3 1.872, O6 1.409, H9 1.173
3 C 0.288 -1.010 -0.021  C2 1.872, N4 1.378, H10 1.092, H11 1.106
4 N 1.279 -0.131 0.359  C3 1.378, C5 1.513, H12 1.024, H13 0.970
5 C 0.867 1.249 -0.102  N4 1.513, O6 1.369, H14 1.120, H15 1.224
6 O -0.476 1.368 0.139  C2 1.409, C5 1.369
7 H -2.730 0.541 0.813  N1 1.052
8 H -2.728 -0.834 -0.060  N1 0.990
9 H -1.253 0.291 -1.573  C2 1.173
10 H -0.179 -1.526 0.820  C3 1.092
11 H 0.787 -1.716 -0.711  C3 1.106
12 H 1.309 -0.036 1.378  N4 1.024
13 H 2.162 -0.313 0.000  N4 0.970
14 H 1.265 2.045 0.577  C5 1.120
15 H 1.104 1.463 -1.283  C5 1.224

Mulliken analysis output, partial charges in e: -0.556 0.255 -0.838 0.041 -0.405 -0.330 0.255 0.235 0.315 0.358 0.340 0.372 0.295 0.342 0.321



Model 2:
Entry from the Open Molecules 2025 dataset: a cluster of 2 separate species, C3H9N2O in total (ωB97M-V with the def2-TZVPD basis set).

## Properties
HOMO-LUMO gap ... 9.58 eV
M ... 89.12 g mol⁻¹
Spin multiplicity ... 1
Total charge ... +1

Last columns: bonded neighbours and bond lengths (Å).
Positions of all 15 atoms, in Å:
1 C 0.184 0.493 -0.771  N4 1.265, H7 1.044
2 C 2.458 0.250 -0.097  N4 1.488, H8 1.094, H9 1.137, H10 1.139
3 C -1.864 -0.499 -0.223  N5 1.315, H11 1.100, H12 1.050
4 N 0.999 0.001 0.061  C1 1.265, C2 1.488, O6 1.334
5 N -2.751 0.340 0.266  C3 1.315, H14 1.026, H15 0.947
6 O 0.617 -0.502 1.237  N4 1.334, H13 1.031
7 H 0.562 0.918 -1.647  C1 1.044
8 H 2.595 1.045 0.642  C2 1.094
9 H 2.646 0.701 -1.124  C2 1.137
10 H 3.052 -0.711 0.043  C2 1.139
11 H -1.245 -1.061 0.492  C3 1.100
12 H -2.019 -0.782 -1.222  C3 1.050
13 H 0.809 -1.500 1.409  O6 1.031
14 H -2.610 0.642 1.237  N5 1.026
15 H -3.434 0.663 -0.304  N5 0.947

Mulliken analysis output, partial charges in e: -0.042 -0.708 -0.384 0.135 -0.205 -0.462 0.240 0.336 0.260 0.275 0.286 0.399 0.384 0.260 0.228



Model 3:
Entry from the Open Molecules 2025 dataset: the ion C3H9N2O with charge +1 (ωB97M-V with the def2-TZVPD basis set).

## Properties
HOMO-LUMO gap ... 9.04 eV
M ... 89.12 g mol⁻¹
Spin multiplicity ... 1
SMILES ... C[NH+](C)CN=O
Total charge ... +1

Last columns: bonded neighbours and bond lengths (Å).
Positions of all 15 atoms, in Å:
1 C -0.930 0.814 -0.805  N2 1.476, H7 1.182, H8 1.109, H9 1.032
2 N -0.110 0.147 0.226  C1 1.476, C3 1.517, C4 1.561, H10 0.951
3 C 1.244 -0.240 -0.342  N2 1.517, H11 1.089, H12 1.123, H13 1.095
4 C -0.748 -1.134 0.849  N2 1.561, N5 1.475, H14 1.037, H15 1.111
5 N -0.203 -2.137 -0.086  C4 1.475, O6 1.200
6 O -0.585 -3.272 -0.014  N5 1.200
7 H -0.962 0.054 -1.710  C1 1.182
8 H -1.934 1.210 -0.553  C1 1.109
9 H -0.447 1.585 -1.292  C1 1.032
10 H 0.035 0.739 0.955  N2 0.951
11 H 1.768 -0.735 0.474  C3 1.089
12 H 1.115 -0.717 -1.350  C3 1.123
13 H 1.745 0.709 -0.560  C3 1.095
14 H -1.782 -1.073 0.869  C4 1.037
15 H -0.568 -1.228 1.941  C4 1.111

Mulliken analysis output, partial charges in e: -0.827 0.004 -0.948 -0.408 0.148 -0.319 0.354 0.326 0.402 0.267 0.376 0.412 0.425 0.422 0.367



Tell me which of them is the least stable. Sure, it is model 2.



Model 1:
Entry from the Open Molecules 2025 dataset: an isolated molecule of C20H24N2O5S (ωB97M-V with the def2-TZVPD basis set).

## Properties
HOMO-LUMO gap ... 9.24 eV
M ... 404.49 g mol⁻¹
Spin multiplicity ... 1
SMILES ... CCCc1ccccc1OCCNS(=O)(=O)c1cc2c(cc1C)OCC(=O)N2

Last columns: bonded neighbours and bond lengths (Å).
Positions of all 52 atoms, in Å:
1 C 4.015 0.615 -1.763  C2 1.523, H29 1.088, H30 1.088, H31 1.088
2 C 3.999 -0.019 -0.377  C1 1.523, C3 1.534, H32 1.092, H33 1.092
3 C 3.721 1.005 0.730  C2 1.534, C4 1.503, H34 1.092, H35 1.092
4 C 2.355 1.623 0.628  C3 1.503, C5 1.384, C9 1.405
5 C 2.177 2.874 0.062  C4 1.384, C6 1.386, H36 1.080
6 C 0.923 3.459 -0.020  C5 1.386, C7 1.380, H37 1.079
7 C -0.169 2.796 0.502  C6 1.380, C8 1.386, H38 1.079
8 C -0.017 1.546 1.081  C7 1.386, C9 1.388, H39 1.079
9 C 1.231 0.941 1.122  C4 1.405, C8 1.388, O10 1.370
10 O 1.479 -0.314 1.613  C9 1.370, C11 1.411
11 C 0.443 -1.086 2.180  O10 1.411, C12 1.533, H40 1.098, H41 1.094
12 C 0.830 -2.560 2.008  C11 1.533, N13 1.440, H42 1.093, H43 1.090
13 N 0.957 -2.944 0.626  C12 1.440, S14 1.662, H44 1.008
14 S -0.420 -3.337 -0.220  N13 1.662, O15 1.432, O16 1.432, C17 1.802
15 O -1.214 -4.151 0.651  S14 1.432
16 O 0.020 -3.877 -1.471  S14 1.432
17 C -1.331 -1.811 -0.516  S14 1.802, C18 1.384, C22 1.389
18 C -2.544 -1.700 0.141  C17 1.384, C19 1.384, H45 1.079
19 C -3.308 -0.554 0.001  C18 1.384, C20 1.402, N28 1.394
20 C -2.843 0.482 -0.820  C19 1.402, C21 1.386, O24 1.359
21 C -1.626 0.351 -1.471  C20 1.386, C22 1.392, H46 1.078
22 C -0.850 -0.796 -1.333  C17 1.389, C21 1.392, C23 1.493
23 C 0.464 -0.901 -2.034  C22 1.493, H47 1.090, H48 1.087, H49 1.087
24 O -3.542 1.640 -0.952  C20 1.359, C25 1.415
25 C -4.931 1.566 -0.689  O24 1.415, C26 1.525, H50 1.092, H51 1.102
26 C -5.342 0.672 0.476  C25 1.525, O27 1.207, N28 1.357
27 O -6.350 0.850 1.116  C26 1.207
28 N -4.505 -0.374 0.693  C19 1.394, C26 1.357, H52 1.012
29 H 4.172 -0.144 -2.526  C1 1.088
30 H 3.075 1.122 -1.967  C1 1.088
31 H 4.818 1.345 -1.835  C1 1.088
32 H 4.967 -0.487 -0.184  C2 1.092
33 H 3.242 -0.805 -0.334  C2 1.092
34 H 4.475 1.792 0.681  C3 1.092
35 H 3.805 0.502 1.695  C3 1.092
36 H 3.040 3.402 -0.317  C5 1.080
37 H 0.807 4.431 -0.473  C6 1.079
38 H -1.151 3.243 0.465  C7 1.079
39 H -0.885 1.062 1.501  C8 1.079
40 H 0.332 -0.841 3.245  C11 1.098
41 H -0.509 -0.911 1.671  C11 1.094
42 H 1.785 -2.747 2.507  C12 1.093
43 H 0.060 -3.202 2.436  C12 1.090
44 H 1.603 -2.379 0.098  N13 1.008
45 H -2.867 -2.518 0.765  C18 1.079
46 H -1.285 1.169 -2.084  C21 1.078
47 H 1.248 -0.469 -1.412  C23 1.090
48 H 0.701 -1.940 -2.243  C23 1.087
49 H 0.440 -0.340 -2.965  C23 1.087
50 H -5.265 2.587 -0.494  C25 1.092
51 H -5.460 1.193 -1.582  C25 1.102
52 H -4.769 -1.059 1.390  N28 1.012

Mulliken analysis output, partial charges in e: -1.400 0.426 -1.203 0.452 -0.320 -0.918 -0.648 -0.564 0.728 -0.338 0.241 -1.238 -0.179 1.366 -0.724 -0.738 -0.480 -0.348 0.569 0.382 -0.901 1.126 -1.935 -0.506 -0.370 0.315 -0.635 -0.133 0.390 0.280 0.389 0.407 -0.270 0.572 0.335 0.419 0.400 0.442 0.467 0.450 -0.237 0.356 0.500 0.314 0.538 0.460 0.149 0.307 0.542 0.315 0.253 0.198



Model 2:
Entry from the Open Molecules 2025 dataset: an isolated molecule of C20H24N2O5S (ωB97M-V with the def2-TZVPD basis set).

## Properties
HOMO-LUMO gap ... 9.35 eV
M ... 404.49 g mol⁻¹
Spin multiplicity ... 1
SMILES ... CCOc1ccc(S(=O)(=O)Nc2ccc(C(=O)NC[C@@H]3CCCO3)cc2)cc1

Last columns: bonded neighbours and bond lengths (Å).
Positions of all 52 atoms, in Å:
1 C -0.075 -4.554 -0.661  C2 1.525, H29 1.086, H30 1.087, H31 1.087
2 C -0.591 -3.123 -0.767  C1 1.525, O3 1.418, H32 1.093, H33 1.096
3 O -0.175 -2.314 0.321  C2 1.418, C4 1.349
4 C 1.074 -1.806 0.358  O3 1.349, C5 1.396, C28 1.401
5 C 2.043 -1.954 -0.636  C4 1.396, C6 1.384, H34 1.078
6 C 3.265 -1.319 -0.506  C5 1.384, C7 1.379, H35 1.079
7 C 3.534 -0.556 0.611  C6 1.379, S8 1.786, C27 1.384
8 S 4.997 0.470 0.613  C7 1.786, O9 1.431, O10 1.428, N11 1.702
9 O 6.131 -0.225 0.087  S8 1.431
10 O 5.113 1.140 1.870  S8 1.428
11 N 4.578 1.601 -0.588  S8 1.702, C12 1.393, H36 1.010
12 C 3.227 1.937 -0.635  N11 1.393, C13 1.394, C26 1.393
13 C 2.621 2.420 0.523  C12 1.394, C14 1.379, H37 1.078
14 C 1.255 2.609 0.567  C13 1.379, C15 1.393, H38 1.080
15 C 0.466 2.322 -0.545  C14 1.393, C16 1.490, C25 1.393
16 C -1.023 2.365 -0.555  C15 1.490, O17 1.218, N18 1.357
17 O -1.666 2.408 -1.588  C16 1.218
18 N -1.615 2.313 0.665  C16 1.357, C19 1.440, H39 1.006
19 C -3.040 2.176 0.821  N18 1.440, C20 1.544, H40 1.091, H41 1.094
20 C -3.433 0.776 1.340  C19 1.544, C21 1.530, O24 1.411, H42 1.096
21 C -3.054 -0.332 0.354  C20 1.530, C22 1.529, H43 1.090, H44 1.087
22 C -4.250 -0.325 -0.600  C21 1.529, C23 1.538, H45 1.089, H46 1.088
23 C -5.400 0.185 0.285  C22 1.538, O24 1.422, H47 1.095, H48 1.096
24 O -4.832 0.675 1.492  C20 1.411, C23 1.422
25 C 1.093 1.932 -1.727  C15 1.393, C26 1.379, H49 1.080
26 C 2.457 1.738 -1.778  C12 1.393, C25 1.379, H50 1.081
27 C 2.599 -0.427 1.622  C7 1.384, C28 1.377, H51 1.078
28 C 1.378 -1.052 1.499  C4 1.401, C27 1.377, H52 1.078
29 H -0.463 -5.144 -1.487  C1 1.086
30 H -0.407 -4.996 0.274  C1 1.087
31 H 1.012 -4.584 -0.687  C1 1.087
32 H -1.682 -3.116 -0.704  C2 1.093
33 H -0.299 -2.665 -1.719  C2 1.096
34 H 1.853 -2.542 -1.519  C5 1.078
35 H 4.020 -1.417 -1.270  C6 1.079
36 H 4.978 1.332 -1.476  N11 1.010
37 H 3.240 2.615 1.383  C13 1.078
38 H 0.817 2.997 1.475  C14 1.080
39 H -1.049 2.169 1.485  N18 1.006
40 H -3.484 2.349 -0.161  C19 1.091
41 H -3.418 2.928 1.520  C19 1.094
42 H -2.992 0.626 2.332  C20 1.096
43 H -2.980 -1.283 0.882  C21 1.090
44 H -2.111 -0.135 -0.150  C21 1.087
45 H -4.065 0.360 -1.426  C22 1.089
46 H -4.462 -1.310 -1.009  C22 1.088
47 H -6.097 -0.614 0.558  C23 1.095
48 H -5.967 0.984 -0.207  C23 1.096
49 H 0.476 1.757 -2.596  C25 1.080
50 H 2.929 1.409 -2.692  C26 1.081
51 H 2.847 0.164 2.489  C27 1.078
52 H 0.624 -0.966 2.265  C28 1.078

Mulliken analysis output, partial charges in e: -1.243 -0.392 -0.358 0.751 -0.291 -1.131 -0.220 1.207 -0.710 -0.647 -0.325 0.046 -0.434 -0.297 0.541 0.275 -0.677 -0.015 -1.199 0.213 0.189 -0.793 -0.561 -0.511 -0.965 -0.671 -0.078 -0.593 0.412 0.323 0.332 0.295 0.405 0.461 0.437 0.390 0.659 0.530 0.230 0.430 0.283 0.413 0.242 -0.158 0.325 0.375 0.328 0.295 0.491 0.341 0.538 0.512



Tell me which of them is the least stable. Sure, it is model 2.